(1)
The following is a DFT calculation (the ωB97M-V functional and the def2-TZVPD basis) of the molecule C5H5NO.

CARTESIAN COORDINATES (ANGSTROEM)
1 O -2.0399 -0.6538 1.8640
2 C -1.2308 -0.7842 0.9787
3 C -0.4335 0.3561 0.3830
4 C 1.0644 0.1360 0.2655
5 C -0.5049 0.4213 -1.1279
6 C 0.7781 0.0328 -1.4523
7 N 1.8799 -0.3844 -1.7552
8 H -1.0329 -1.7700 0.5004
9 H -0.6535 1.2841 0.9234
10 H 1.5151 -0.7871 0.6273
11 H 1.6801 1.0173 0.4138
12 H -1.1168 1.0829 -1.7277

Computed properties:
energy above the lowest of the compared OMol25 structures with the same formula, charge and spin = 5.1687 eV
orbital gap (alpha / beta) = 7.00 / 7.00 eV
largest force on an atom = 0.897 eV/Å

***

(2)
The following is a DFT calculation (the ωB97M-V functional and the def2-TZVPD basis) of C23H17Cl56IN2O2S2 as an isolated structure in a non-equilibrium geometry.

CARTESIAN COORDINATES (ANGSTROEM)
1 C 1.1487 2.1018 -1.6825
2 C 0.7004 2.8002 -2.9662
3 N -0.7232 2.5685 -3.3554
4 C -0.8967 2.9429 -4.7724
5 C -2.3538 3.3012 -5.0967
6 C -1.1057 1.2219 -3.1015
7 S -2.0709 0.8392 -1.8458
8 S -0.5001 -0.0035 -4.2305
9 C -0.2305 -1.5188 -3.2567
10 C 1.1385 -2.0996 -3.6701
11 C 2.2568 -1.4532 -2.8684
12 N 3.5934 -1.9652 -3.2409
13 C 4.5764 -1.4121 -2.3832
14 O 5.0396 -0.3218 -2.4805
15 O 4.8543 -2.2509 -1.3584
16 I 6.7835 -2.4942 -0.9166
17 H 0.3179 1.8412 -1.0312
18 H 1.7620 1.2358 -1.9268
19 H 1.8133 2.7487 -1.1083
20 H 1.3548 2.5066 -3.7995
21 H 0.8133 3.8813 -2.8401
22 H -0.2638 3.8198 -4.9359
23 H -0.5170 2.1701 -5.4533
24 H -2.8636 2.4585 -5.5717
25 H -2.3825 4.1491 -5.7825
26 H -2.8818 3.5469 -4.1743
27 H -1.0096 -2.2394 -3.5098
28 H -0.2878 -1.3082 -2.1810
29 H 1.3244 -1.9033 -4.7328
30 H 1.1406 -3.1809 -3.5040
31 H 2.2102 -0.3675 -3.0201
32 H 2.0871 -1.6270 -1.8043
33 H 3.8088 -1.6191 -4.1734
34 C -5.3805 2.1614 0.5255
35 Cl -7.1394 2.0190 0.5709
36 Cl -4.7960 2.9009 2.0219
37 Cl -4.6788 0.5533 0.3403
38 Cl -4.9218 3.1700 -0.8485
39 C -7.0432 -0.4088 4.2982
40 Cl -5.5420 -0.0787 5.1844
41 Cl -8.2046 -1.2191 5.3543
42 Cl -7.7289 1.1351 3.7681
43 Cl -6.6736 -1.4417 2.9196
44 C 5.1032 3.9065 -0.0410
45 Cl 3.3960 4.2975 0.2068
46 Cl 5.9978 4.1675 1.4573
47 Cl 5.2382 2.2164 -0.5354
48 Cl 5.7581 4.9370 -1.3182
49 C 1.2985 -1.7241 1.3687
50 Cl 2.9919 -1.4479 0.9598
51 Cl 0.9363 -3.4358 1.1542
52 Cl 1.0014 -1.2590 3.0454
53 Cl 0.3001 -0.7411 0.2898
54 C -9.7355 -2.7717 0.4736
55 Cl -8.7503 -1.3111 0.3492
56 Cl -9.0432 -4.0290 -0.5571
57 Cl -9.7671 -3.3312 2.1474
58 Cl -11.3817 -2.4119 -0.0586
59 C 3.4888 -6.5798 2.7076
60 Cl 5.0899 -7.2801 2.9653
61 Cl 2.7228 -7.3549 1.3159
62 Cl 2.4939 -6.8360 4.1446
63 Cl 3.6376 -4.8500 2.3983
64 C 5.5002 -0.4774 4.1928
65 Cl 5.4122 0.1912 2.5630
66 Cl 7.1926 -0.6043 4.6823
67 Cl 4.6404 0.5883 5.3093
68 Cl 4.7620 -2.0829 4.2217
69 C -5.3613 -4.9189 6.3070
70 Cl -3.7926 -5.4868 6.8881
71 Cl -5.8109 -5.8157 4.8516
72 Cl -6.5824 -5.1811 7.5579
73 Cl -5.2687 -3.1989 5.9284
74 C -9.8761 4.1145 -2.6490
75 Cl -8.5632 4.9173 -1.7879
76 Cl -9.3056 3.6971 -4.2645
77 Cl -10.3364 2.6294 -1.8160
78 Cl -11.2815 5.1842 -2.7337
79 C -6.9178 0.5739 -5.4756
80 Cl -5.6186 0.6027 -4.2801
81 Cl -8.4104 0.0202 -4.7087
82 Cl -7.1577 2.2059 -6.1171
83 Cl -6.4875 -0.5186 -6.7949
84 C 8.4126 4.9747 4.7852
85 Cl 8.7228 5.8013 3.2564
86 Cl 9.8952 4.1954 5.3448
87 Cl 7.8705 6.1465 5.9894
88 Cl 7.1589 3.7500 4.5516
89 C 9.3384 -3.9022 2.2269
90 Cl 9.5854 -2.7791 0.8633
91 Cl 7.6258 -4.2699 2.4002
92 Cl 10.2453 -5.3796 1.9179
93 Cl 9.9371 -3.1376 3.6995
94 C 14.4187 -4.8940 0.7511
95 Cl 15.7888 -4.1276 1.5587
96 Cl 14.8199 -5.1876 -0.9430
97 Cl 14.0538 -6.4324 1.5443
98 Cl 13.0061 -3.8417 0.8492
99 C -8.9896 6.2505 1.8994
100 Cl -8.1899 7.5100 0.9478
101 Cl -7.8378 4.9306 2.1829
102 Cl -9.4855 6.9227 3.4542
103 Cl -10.4182 5.7082 1.0122

Computed properties:
orbital gap = 7.52 eV
largest force on an atom = 1.180 eV/Å